# 1
DFT (wB97M-V/def2-TZVPD) results for a structure of composition C26H31N6O6PPd in a non-equilibrium geometry.

CARTESIAN COORDINATES (ANGSTROEM)
Pd 1.98981 0.27581 -2.54090
P 2.39885 -2.93150 -3.32878
O 1.69684 -1.58765 -3.43814
O 3.88091 -2.91079 -3.50220
O 3.90250 0.82157 -3.30508
O 2.05683 2.13392 -1.95639
O -7.41126 1.03253 6.52203
O 3.07467 4.08243 -2.35095
N -3.46003 0.67004 1.39931
N 2.59273 -3.18128 -0.73318
N -2.02177 0.77161 3.08306
N 0.11420 0.16650 -1.98274
N 1.80745 -0.34534 0.34445
N 2.73948 -3.36678 -5.89166
C 1.84806 -3.81402 -1.83188
C 2.31235 0.39749 2.55341
C 5.21737 2.84329 -3.69451
C 0.96489 0.63421 2.78419
C -5.74106 0.84773 3.35422
C -1.76805 0.42641 -0.49053
C 5.07155 1.82762 -1.39551
C -0.36201 0.19591 -0.68983
C 1.82624 -3.90001 -4.82431
C -6.39132 0.98303 5.67073
C 0.05503 0.45548 1.74663
C -2.21617 0.55201 0.84536
C -7.15490 1.14618 7.91695
C 3.05616 2.88109 -2.34357
C -1.34755 0.61908 1.92395
C -5.04154 1.01530 6.04489
C -6.72317 0.89158 4.31034
C -2.07590 0.52269 -2.86504
C -0.70764 0.34984 -3.00811
C -3.30799 0.79404 2.75913
C -2.60333 0.55981 -1.60174
C 0.50131 0.08894 0.45343
C -4.06327 0.96834 5.07834
C -4.38717 0.88305 3.71742
C 2.67788 -0.16085 1.35948
C 4.35200 2.08680 -2.71207
H 2.92911 -4.01922 -6.64994
H 5.25457 3.88651 -3.38753
H -6.03536 0.78383 2.31271
H 3.68506 -0.50351 1.16314
H -8.12824 1.20451 8.39149
H 2.41332 -3.66280 0.14171
H 1.95058 -1.27072 -0.13859
H -4.76267 1.07218 7.08705
H 3.04544 0.59020 3.32281
H -0.24599 0.36292 -3.98445
H 0.78047 -3.74140 -5.07005
H 2.02006 -4.88971 -1.92919
H -7.77199 0.85727 4.04874
H -6.58206 2.04824 8.14001
H 6.23303 2.44359 -3.71032
H 3.62448 -3.13091 -5.36743
H 3.59003 -3.26385 -0.91730
H 4.65469 0.21824 -3.35023
H -3.66557 0.72296 -1.47540
H -2.69676 0.66433 -3.73718
H 2.37028 -2.50041 -6.28175
H 6.02412 1.31963 -1.56665
H -3.01950 0.99168 5.35353
H 4.44551 1.23036 -0.73238
H 5.28049 2.78044 -0.91123
H -6.61709 0.27254 8.29068
H 0.77847 -3.64403 -1.70095
H 2.02076 -4.96195 -4.69391
H -4.33842 0.66901 0.90941
H 4.79568 2.80261 -4.69783
H 0.61455 0.94131 3.76084

Output
F_max in eV/Å: 1.8
Energy above the lowest of the compared OMol25 structures with the same formula, charge and spin in eV: 1.281
Frontier orbital gap in eV: 5.26
HOMO in eV: -11.99
Charge: +2
LUMO level in Eh: -0.2474

Results of the Löwdin charge analysis, in e, for atoms 1 through 5: Pd 1.06; P 0.43; O -0.44; O -0.33; O -0.10


# 2
DFT (wB97M-V/def2-TZVPD) results for the molecule C26H31N7O3 in a non-equilibrium geometry.

CARTESIAN COORDINATES (ANGSTROEM)
O 3.10009 1.11594 1.75842
O 2.81129 1.37633 -1.80215
O -0.55402 -0.08386 -2.78271
N -4.23069 -0.36386 1.86936
N -3.36318 0.06506 2.68177
N -3.77664 -0.17278 0.62909
N -1.32169 2.24211 -0.27429
N -2.31284 0.55356 2.03864
N 1.16689 -1.17055 -1.82109
N 1.38816 2.29797 -0.31598
C -0.73622 2.79646 -1.48510
C 3.13042 -2.76763 1.45954
C -0.44691 -0.12076 -0.40857
C 1.85040 -1.68296 -0.75449
C 1.32813 -1.47588 0.53655
C 4.11966 0.51975 2.38880
C -2.55933 0.42120 0.75207
C -5.01138 0.70986 -1.26169
C -1.63832 0.81983 -0.34601
C 3.03844 -2.41197 -0.93501
C 0.76461 3.11409 -1.33630
C 4.48795 0.29891 0.22182
C -4.56262 -0.56447 -0.53583
C 3.62101 -2.57720 -2.30588
C 0.82988 2.46612 1.00665
C 0.02240 -0.42319 -1.75806
C 0.16027 -0.66555 0.66780
C 3.31253 0.98080 0.42792
C -5.81661 -1.31240 -0.04269
C 1.98381 -2.03487 1.64055
C 3.65415 -2.94322 0.17973
C 2.47323 1.55738 -0.63697
C 5.00701 -0.00052 1.49626
C -3.73168 -1.46505 -1.45729
C -0.68295 2.77146 0.90532
C -5.55441 -2.68372 0.57074
H -3.15022 -2.17738 -0.87600
H -5.12447 -3.37036 -0.15354
H -0.88772 2.10329 -2.31144
H -4.40039 -2.01743 -2.11240
H 3.79625 -1.60166 -2.75999
H -5.55734 0.44233 -2.16224
H 0.97513 1.55131 1.57666
H -5.66535 1.29619 -0.61928
H 3.63891 -3.20049 2.30730
H -2.15920 0.70677 -1.30070
H -6.48539 -1.42494 -0.89814
H 1.54729 -1.30110 -2.75000
H 1.33477 3.28524 1.53616
H 4.56779 -3.10782 -2.25261
H 2.94942 -3.14389 -2.95175
H -6.49386 -3.10491 0.91951
H 4.10351 0.53252 3.46094
H 4.56735 -3.50698 0.05750
H -1.18496 2.37309 1.78747
H 0.89942 4.16565 -1.05352
H -0.22643 -0.47971 1.66161
H 1.28966 2.92802 -2.27371
H 1.57508 -1.87482 2.62702
H -1.26818 3.72781 -1.71911
H 5.91229 -0.52615 1.71862
H -4.88716 -2.60035 1.42383
H -4.16495 1.33019 -1.54389
H 4.91216 0.06234 -0.73106
H -0.84193 3.85411 0.87431
H -3.04925 -0.90021 -2.08566
H -6.31820 -0.68953 0.69894

Output
SMILES string: CCC(C)(C)n1nnnc1[C@H](c1cc2cccc(C)c2[nH]c1=O)N1CCN(C(=O)c2ccco2)CC1
F_max in eV/Å: 1.4
Energy above the lowest of the compared OMol25 structures with the same formula, charge and spin in eV: 1.417
Frontier orbital gap in eV: 8.20
HOMO in eV: -8.07
Charge: 0
LUMO level in Eh: 0.0048

Results of the natural (NBO) charge analysis, in e, for atoms 1 through 5: O -0.40; O -0.65; O -0.65; N -0.07; N -0.06


# 3
DFT (wB97M-V/def2-TZVPD) results for a cluster of 2 separate species, C26H31OSi in total in a non-equilibrium geometry.

CARTESIAN COORDINATES (ANGSTROEM)
Si 1.45999 -5.09309 3.42111
O 1.38924 2.24988 -5.04217
C -0.82476 1.52544 -2.16797
C -2.93655 0.82695 2.84726
C 0.04926 5.55355 -6.10181
C 2.26981 -2.59490 2.37054
C -5.45014 0.83332 2.78081
C 1.31405 3.60745 -5.46136
C -0.31132 1.39000 0.28587
C -4.11929 0.98959 2.13142
C 2.47099 4.38670 -5.47989
C -1.60764 1.29238 0.87162
C 1.40487 -5.96621 5.07279
C 0.96005 1.93217 -3.72986
C 0.10279 4.21405 -5.79795
C 2.41230 5.72600 -5.78025
C -2.81811 1.51409 0.18499
C 1.32204 -1.78013 1.94776
C 1.87431 1.84041 -2.66172
C -0.27315 -4.96668 2.74217
C 1.20219 6.31375 -6.09157
C -4.03501 1.34123 0.79109
C -0.40057 1.74283 -3.44457
C 2.17310 -3.36758 3.62912
C 1.44919 1.65578 -1.37654
C 0.07066 1.52293 -1.06661
C 2.52278 -6.07845 2.24397
C -1.71225 0.96871 2.23877
H 3.40423 3.92476 -5.21782
H 3.14491 -2.74249 1.75691
H 3.52932 -6.17313 2.64185
H -0.25640 -4.47878 1.77175
H -1.11146 1.77441 -4.25123
H 1.15469 7.36954 -6.30183
H 1.54329 -2.84646 4.35144
H -5.55193 -0.15067 3.23835
H -0.79210 3.62196 -5.80094
H -4.93749 1.49575 0.22359
H 2.40732 -6.06274 5.48109
H 1.40191 -1.23555 1.02561
H 2.57018 -5.58095 1.27957
H -2.81537 1.92440 -0.80194
H 3.30659 6.32612 -5.75033
H -2.98996 0.59022 3.89570
H -1.85662 1.28531 -2.02265
H 2.92308 1.94837 -2.87507
H 0.42706 -1.63031 2.51843
H -5.60216 1.58546 3.55538
H -0.80727 0.84280 2.80758
H 0.50849 1.33038 0.98524
H -0.70091 -5.95949 2.63279
H -6.25756 0.94238 2.05516
H 2.16192 1.61440 -0.56769
H 0.79146 -5.40520 5.77268
H -0.89467 6.02031 -6.33075
H 2.10267 -7.07126 2.10857
H 3.15234 -3.49546 4.09344
H -0.89323 -4.38590 3.41958
H 0.97881 -6.95835 4.94851

Output
F_max in eV/Å: 1.7
Energy above the lowest of the compared OMol25 structures with the same formula, charge and spin in eV: 0.245
Frontier orbital gap in eV: 5.53
HOMO in eV: -11.18
Charge: +1
LUMO level in Eh: -0.2077

Results of the natural (NBO) charge analysis, in e, for atoms 1 through 5: Si 1.64; O -0.51; C -0.12; C -0.24; C -0.21


# 4
DFT (wB97M-V/def2-TZVPD) results for a structure of composition C26H32AlBr2Cl3F2MgN3O13 in a non-equilibrium geometry.

CARTESIAN COORDINATES (ANGSTROEM)
Br 1.45185 -3.07204 -4.41729
Br -2.05094 -2.35474 -3.48732
Cl -3.62264 4.86661 -4.84896
Cl -3.77112 5.91058 -2.10945
Cl 5.80459 -1.39242 1.04738
Al 1.79827 -2.58652 0.06515
Mg -1.88463 4.74068 2.51081
F 5.30071 0.72515 2.40420
F 3.13972 3.90423 2.00521
O 8.10564 -1.94195 4.34635
O 8.41485 0.23149 4.29269
O 3.68343 5.08050 -3.22805
O 0.70754 1.68964 -1.31784
O 3.63531 3.39544 -0.03913
O 3.28707 -1.12008 -0.36880
O -2.78285 -0.24418 -1.64940
O -0.71296 2.85118 -2.64796
O 6.75203 -0.76774 5.32428
O 5.31363 0.99930 0.26042
O -3.81555 -1.52076 -3.10333
O -1.80535 2.45604 0.02107
O 1.46639 2.79755 -3.10485
N 3.38585 1.62695 1.45392
N 0.99256 -0.61061 -0.43601
N -3.68832 -0.45244 -2.41085
C -1.20110 -4.06422 -4.12631
C -6.70760 2.43188 -2.83593
C 0.17137 -4.23570 -3.53409
C 1.76556 -5.51157 4.07607
C 1.19901 0.38383 1.86253
C -6.78770 1.24185 -3.55183
C 7.79533 -0.76479 4.63278
C 0.38150 2.44346 -2.33125
C -1.61425 2.21823 1.38828
C 0.12474 -7.14982 4.71269
C 3.41458 2.99970 1.05055
C 2.26645 0.90649 0.81163
C -4.62842 1.72891 -1.85793
C -0.88469 -6.32688 4.23234
C 0.75649 -4.69310 3.58807
C 0.45651 1.43847 2.70147
C -5.79352 0.29030 -3.42585
C -0.56907 -5.09871 3.66837
C 1.44958 -6.74115 4.63664
C 4.70864 1.08904 1.27152
C 2.40823 -0.34944 -0.03247
C -4.72344 0.54223 -2.57242
C -0.14330 2.57102 1.83749
C -2.71835 5.26866 -3.38665
C -5.62738 2.67352 -1.99489
C 0.26783 -0.45381 0.86869
H 4.38311 4.65557 -2.72219
H -5.56587 3.60108 -1.44385
H -1.35696 -4.45724 3.29142
H 3.02050 4.39058 -3.34485
H 1.83187 -0.31200 2.44318
H 0.12994 -1.40961 1.41615
H -7.62857 1.05878 -4.20627
H 0.53502 -5.25144 -3.69545
H -1.20093 -4.02716 -5.21265
H -5.86189 -0.63166 -3.98541
H -7.48988 3.17322 -2.93458
H 0.21272 -4.00602 -2.47174
H -1.91802 -6.64339 4.29705
H 0.70188 0.23264 -1.08213
H 1.85557 1.63194 0.09072
H -0.72596 -0.05504 0.65273
H -0.96571 2.30525 -0.45678
H -1.91684 1.19310 1.64789
H -2.24870 4.37198 -2.99416
H -0.19906 3.50700 2.47176
H 1.00416 -3.73317 3.14434
H -0.39387 0.93235 3.19584
H 2.11021 2.30948 -2.56517
H 1.09439 1.77520 3.53184
H 2.23597 -7.38154 5.01464
H 0.53813 2.76074 1.00212
H 2.79861 -5.19170 4.01906
H -1.86892 -4.85647 -3.79412
H -3.79098 1.92396 -1.20085
H -1.96569 6.00884 -3.63272
H -0.12101 -8.10989 5.14777
H -2.34036 2.90063 1.92019

Output
F_max in eV/Å: 6.3
Frontier orbital gap in eV: 1.51
HOMO in eV: -10.19
Charge: +1
LUMO level in Eh: -0.3193

Results of the Löwdin charge analysis, in e, for atoms 1 through 5: Br 0.61; Br 1.03; Cl 0.52; Cl 0.48; Cl 0.23